1.
{"formula": "C5H8O", "method": "ωB97M-V/def2-TZVPD", "charge": 0, "homo_energy_ev": -9.425, "orbital_gap_ev": 10.46, "lumo_energy_ev": 1.0, "de_lowest_kcal_mol": 94.6, "elements": ["C", "C", "C", "C", "C", "O", "H", "H", "H", "H", "H", "H", "H", "H"], "xyz": [[-1.1149, -0.9035, -0.5406], [-0.7040, 0.5251, -0.8719], [-0.3019, 1.5449, 0.1543], [0.6494, 1.1204, -0.6079], [2.0707, -1.1190, 0.5336], [2.4435, -1.5692, -0.4403], [-0.6736, -1.2821, 0.3885], [-2.2047, -0.9596, -0.4308], [-0.8399, -1.5904, -1.3508], [-1.2356, 0.8937, -1.7565], [0.1602, 0.1800, 2.5779], [-0.6310, 2.2206, 0.9322], [1.6763, 1.2070, -0.9366], [0.7056, -0.2679, 2.3489]]}


2.
{"formula": "C5H8O2", "method": "ωB97M-V/def2-TZVPD", "charge": 0, "homo_energy_ev": -8.996, "orbital_gap_ev": 9.42, "lumo_energy_ev": 0.4, "de_lowest_kcal_mol": 78.7, "elements": ["C", "C", "C", "C", "O", "C", "O", "H", "H", "H", "H", "H", "H", "H", "H"], "xyz": [[1.4306, -1.7725, -0.8273], [0.5313, -0.9503, 0.0920], [0.2966, 0.4609, -0.4561], [-0.6204, 1.3226, 0.3493], [-1.5461, 0.6969, 0.9913], [-2.0582, 2.1092, 1.1609], [-3.0109, 2.4985, 0.5548], [0.9692, -1.9092, -1.8121], [1.6226, -2.7649, -0.4073], [2.3986, -1.2801, -0.9775], [0.9895, -0.8738, 1.0861], [-0.4321, -1.4525, 0.2316], [1.2388, 0.9964, -0.6177], [-0.1901, 0.4147, -1.4457], [-1.6193, 2.5040, 2.0778]]}